No. 1
48
Properties=species:S:1:pos:R:3:forces:R:3 method="wB97M-V/def2-TZVPD" charge=+1 de_lowest_kj_mol=6.6 spin_multiplicity=2 homo_ev="-13.026 / -13.025"
O 0.751 -0.579 3.593 -0.05 0.42 -0.52
H 0.599 -1.139 2.822 -0.07 -0.35 -0.03
H 1.709 -0.604 3.814 -0.28 -0.06 0.10
O -1.596 5.150 1.699 0.14 -0.79 -0.70
H -1.036 4.661 1.079 0.41 0.56 0.17
H -2.326 4.523 1.695 -0.58 0.28 0.53
O -3.372 0.577 -2.911 0.39 0.29 0.37
H -3.546 -0.037 -3.628 -0.19 0.10 0.02
H -4.181 0.691 -2.403 -0.11 -0.25 -0.14
O 2.238 -0.997 5.585 0.02 0.13 -0.14
H 1.469 -0.478 5.858 0.14 -0.06 0.24
H 1.920 -1.907 5.578 0.06 -0.13 0.21
O 3.559 1.908 1.722 -0.76 -0.22 -0.25
H 4.394 2.213 1.369 0.39 0.05 0.21
H 3.731 1.413 2.528 0.33 0.15 -0.03
O 1.625 -2.641 0.080 0.10 0.00 -0.18
H 2.212 -1.882 0.075 0.15 0.26 0.06
H 1.861 -3.028 -0.777 -0.27 -0.18 0.13
O -0.127 3.316 -2.842 0.70 0.60 0.33
H -0.060 3.730 -1.971 -0.47 -0.23 0.15
H 0.544 3.851 -3.296 -0.25 -0.41 -0.51
O 1.981 0.148 -0.978 0.03 0.46 0.20
H 2.087 -0.026 -1.917 -0.05 -0.41 -0.28
H 2.620 0.859 -0.819 -0.12 0.01 0.32
O -2.915 -1.968 2.004 0.81 0.28 0.31
H -2.098 -2.255 1.583 -0.05 -0.40 -0.44
H -2.524 -1.455 2.726 -0.63 0.06 0.17
O -1.217 0.211 -4.758 -0.12 -0.63 -0.11
H -0.706 0.322 -3.961 0.30 0.31 0.23
H -1.448 -0.728 -4.680 0.02 0.02 -0.35
O 3.842 -2.688 -2.015 0.39 0.41 0.56
H 4.275 -2.974 -1.199 -0.21 -0.45 -0.06
H 4.396 -1.925 -2.217 -0.13 0.02 -0.48
O -1.082 -3.462 -4.160 0.31 0.87 0.58
H -1.975 -3.809 -4.156 0.13 -0.41 -0.41
H -0.530 -3.855 -4.839 -0.46 -0.33 -0.16
O -4.966 -2.242 -0.102 0.38 0.02 0.23
H -4.089 -2.265 0.305 -0.05 0.06 -0.28
H -5.495 -2.185 0.696 -0.47 0.00 -0.02
O 0.262 3.003 3.636 -0.40 -0.10 0.19
H 0.979 3.309 3.086 0.36 0.12 -0.21
H 0.198 2.056 3.497 0.12 -0.18 0.02
O -0.325 -0.425 1.149 0.29 0.62 -0.37
H 0.547 -0.239 0.753 0.07 -0.36 -0.08
H -0.794 0.424 1.051 -0.26 -0.09 0.21
O -0.642 1.302 -1.181 -0.32 0.09 0.98
H 0.134 0.733 -1.055 0.44 -0.05 -0.67
H -0.888 1.390 -2.118 -0.16 -0.11 -0.10

No. 2
9
Properties=species:S:1:pos:R:3:forces:R:3 method="wB97M-V/def2-TZVPD" charge=0 de_lowest_kj_mol=38.6 spin_multiplicity=1 homo_ev=-9.893 smiles="N#CP(N)[N+](=O)[O-]"
C -0.423 1.510 -0.158 0.23 -1.40 2.12
N -0.709 2.357 -0.847 -0.74 2.11 -1.99
N 1.419 -0.084 0.290 0.79 0.22 -0.73
N -1.103 -1.030 0.101 -0.67 2.74 1.66
O -0.469 -1.361 -0.852 -0.72 -1.49 -0.98
O -2.307 -1.095 0.328 1.40 -0.68 -0.54
P 0.074 0.401 1.138 0.07 -1.66 -1.33
H 1.389 -0.045 -0.792 0.43 -0.46 2.81
H 2.129 -0.652 0.792 -0.78 0.63 -1.03

No. 3
6
Properties=species:S:1:pos:R:3:forces:R:3 method="wB97M-V/def2-TZVPD" charge=0 de_lowest_kj_mol=13.0 spin_multiplicity=1 homo_ev=-6.288
K 1.340 -0.881 2.361 -0.21 0.70 -1.06
C -0.262 0.177 -0.470 -0.40 0.01 -0.09
O 0.872 0.613 0.138 0.48 -0.61 1.10
H -1.187 0.705 -0.130 0.05 -0.11 -0.01
H -0.276 0.304 -1.576 0.12 -0.04 0.08
H -0.488 -0.918 -0.323 -0.04 0.05 -0.02

No. 4
50
Properties=species:S:1:pos:R:3:forces:R:3 method="wB97M-V/def2-TZVPD" charge=0 spin_multiplicity=3 homo_ev="-3.956 / -7.359"
Ag 8.784 -21.388 8.435 -0.90 -0.29 0.10
N 7.150 -21.365 9.828 2.02 3.42 -3.25
S 6.768 -22.034 11.164 -3.02 -3.48 5.14
O 6.061 -23.335 11.018 1.65 1.54 0.67
O 6.579 -21.184 12.378 0.92 -1.61 -2.63
F 8.299 -22.565 11.414 -0.06 -0.08 0.33
S 5.450 -20.948 9.618 -3.40 -1.27 1.15
O 4.624 -20.228 10.592 0.77 1.29 -1.23
O 4.719 -21.819 8.716 0.91 0.10 -0.38
F 5.857 -19.778 8.534 -0.14 0.24 0.29
C 8.156 -17.977 7.702 1.23 -3.53 3.11
O 8.354 -19.098 8.285 -0.32 3.93 -1.89
N 8.615 -16.810 8.097 1.99 2.26 2.41
N 7.474 -17.737 6.627 -2.86 -1.87 -4.22
H 9.001 -16.712 9.025 -0.02 0.13 -0.32
H 8.407 -16.011 7.516 0.36 -0.01 0.77
H 7.020 -18.533 6.202 -0.06 0.18 -0.14
H 7.204 -16.817 6.311 0.04 -0.47 0.25
C 6.813 -21.543 5.486 2.10 -0.46 6.10
O 7.434 -21.818 6.545 -0.51 -0.54 -1.98
N 7.007 -22.121 4.359 0.62 -1.73 -3.91
N 5.928 -20.597 5.525 -2.99 3.44 -0.35
H 6.569 -21.676 3.566 0.36 -0.76 -0.26
H 7.717 -22.836 4.293 -0.25 0.31 -0.21
H 5.607 -20.259 6.421 0.15 -0.32 0.36
H 5.317 -20.377 4.752 0.06 -0.26 0.12
C 10.575 -21.341 5.665 -1.28 1.12 -0.58
O 10.116 -20.858 6.658 -0.13 0.84 2.06
N 10.055 -21.151 4.467 -2.06 0.86 -2.33
N 11.644 -22.048 5.531 4.25 -2.89 0.79
H 10.611 -21.377 3.655 -0.72 0.46 -0.04
H 9.197 -20.619 4.448 0.31 -0.06 -0.49
H 12.138 -22.370 6.352 -0.05 -0.03 -0.36
H 11.796 -22.490 4.636 0.38 -0.19 0.65
C 11.330 -20.668 10.574 -2.25 -0.41 -2.81
O 10.202 -20.865 10.184 -0.77 -0.58 0.36
N 12.409 -20.973 9.903 3.47 -0.99 -1.69
N 11.606 -19.982 11.636 0.29 1.75 3.88
H 12.443 -21.483 9.032 -0.30 0.42 0.33
H 13.231 -20.520 10.275 0.30 -0.60 -0.86
H 12.577 -20.001 11.912 -0.50 0.09 0.76
H 10.874 -20.120 12.319 0.27 0.58 0.47
C 9.565 -24.688 9.144 -0.88 4.49 -2.43
O 9.241 -23.570 8.786 -0.38 1.13 0.39
N 9.932 -25.120 10.257 1.28 -0.39 8.99
N 9.819 -25.564 8.283 0.42 -4.76 -5.72
H 9.948 -26.102 10.493 0.00 0.46 0.06
H 9.949 -24.456 11.017 -0.43 -0.27 0.24
H 9.755 -25.234 7.330 -0.05 -1.06 -0.04
H 10.118 -26.442 8.682 0.16 -0.15 -1.67